No. 1
Here is a molecular structure, C30H28N2PbSi in a non-equilibrium geometry from OMol25. Energies are from wB97M-V/def2-TZVPD.

```
62
Properties=species:S:1:pos:R:3:forces:R:3:lowdin_charge:R:1
Pb -0.416207 0.606430 1.066853 -0.346 2.616 1.258 1.525
Si -0.336090 0.019494 -1.615512 -0.506 -0.166 -1.625 0.720
N 0.998510 -1.177871 1.449293 0.073 1.366 -0.383 -0.088
N -0.677700 0.152202 3.493844 0.377 -0.365 -0.260 -0.004
C 0.195101 -3.096936 5.030173 0.990 -0.951 -1.440 0.031
C -0.340142 -1.791097 4.855440 0.292 0.218 -0.785 -0.132
C -1.220487 0.825640 4.533621 0.644 -2.014 -0.408 -0.064
C -1.873241 2.561295 -4.302778 -0.239 0.091 -0.119 -0.043
C 1.144428 -3.076710 2.792535 -0.260 0.442 0.254 -0.132
C -2.756936 1.540086 -1.826258 0.369 0.174 -0.771 -0.116
C -1.494514 1.206423 -2.363132 0.077 -0.209 0.536 -0.349
C 2.156582 1.283453 -2.203013 0.045 -0.582 -0.557 -0.074
C -0.967257 -1.126883 5.918594 -0.230 0.343 0.048 0.039
C -1.417033 3.093054 0.818109 1.435 0.141 -0.209 -0.213
C 3.110374 -1.097217 -3.401735 0.069 -0.013 -0.072 -0.044
C 1.827785 -1.633979 0.492800 -0.811 -0.843 1.845 -0.091
C -1.720547 -2.816141 -4.323078 -0.116 -0.136 -0.173 -0.040
C -0.092728 3.247050 0.263442 -1.153 -0.284 0.840 -0.205
C -0.186750 -1.114840 3.620682 -0.213 -0.029 0.963 -0.134
C 0.912217 -3.730947 4.032479 -1.159 1.020 1.162 0.030
C 3.398396 1.254975 -2.836686 0.063 0.101 0.071 -0.040
C -1.276588 2.844010 2.225895 0.598 -0.365 -1.013 -0.207
C -3.564736 2.401131 -2.561375 -0.071 -0.047 0.108 -0.051
C 0.607693 -1.792674 2.579733 0.817 -0.457 -0.240 -0.153
C 3.880235 0.077180 -3.428948 -0.337 -0.053 0.116 -0.021
C 0.139404 2.844683 2.547256 -0.287 -0.347 -1.000 -0.174
C 1.968580 -3.631691 1.797212 0.267 0.210 -0.579 0.054
C 2.319365 -2.937719 0.645384 -0.322 0.560 0.253 0.015
C 1.379727 0.108196 -2.246698 -0.180 -0.210 0.684 -0.387
C 1.853747 -1.101468 -2.807452 0.186 0.693 0.132 -0.115
C 0.869674 3.099204 1.331895 -1.077 -0.876 -0.053 -0.131
C -1.398143 0.169334 5.773091 0.004 0.960 -0.555 0.013
C -1.041082 1.695952 -3.604482 -0.380 0.206 0.493 -0.078
C -3.129608 2.918026 -3.791977 0.334 -0.241 0.049 -0.022
H -1.070208 -1.655714 6.854456 -0.094 0.043 0.137 0.137
H -2.427951 -2.833029 -3.491743 0.073 0.034 -0.068 0.018
H -3.083345 1.142100 -0.856707 0.055 0.148 -0.490 0.101
H -0.852105 -1.370571 -1.476807 0.210 0.213 0.417 0.022
H 0.031719 -3.558249 5.978728 0.028 -0.406 0.425 0.124
H 2.962999 -3.298144 -0.137144 0.199 -0.497 0.112 0.121
H 1.956718 3.129029 1.238901 -0.421 0.185 0.072 0.114
H -4.540437 2.670114 -2.165285 0.121 0.030 -0.167 0.120
H -2.355715 3.028206 0.265521 0.426 0.439 0.239 0.093
H -0.055107 1.402670 -3.984961 -0.517 0.257 0.037 0.109
H -2.118783 2.619577 2.879060 0.302 0.463 -0.242 0.094
H 1.238146 -2.009475 -2.750444 0.357 0.361 -0.171 0.100
H -2.009116 -2.045040 -5.042358 0.060 -0.097 0.153 0.027
H 1.778953 2.194973 -1.721573 0.217 -0.427 -0.300 0.103
H 1.331049 -4.700778 4.151550 0.170 -0.655 0.356 0.121
H 0.581314 2.664715 3.525937 -0.110 0.199 -0.342 0.109
H -1.858473 0.783086 6.546953 0.162 -0.546 0.110 0.132
H 4.861688 0.068932 -3.913877 -0.414 0.032 0.211 0.127
H -3.774246 3.595307 -4.360951 0.268 -0.267 0.270 0.126
H -0.709118 -2.626267 -3.958959 -0.045 0.000 -0.031 -0.018
H -1.524399 2.951911 -5.251800 -0.191 0.048 0.026 0.119
H 2.061422 -0.974065 -0.344108 -0.008 -0.306 0.468 0.086
H 2.359353 -4.619534 1.980149 0.104 -0.185 -0.085 0.134
H -1.491219 1.868533 4.407568 0.014 -0.412 -0.032 0.101
H -1.740423 -3.790358 -4.823332 0.032 0.235 0.132 0.031
H 3.986574 2.170152 -2.868919 0.019 -0.271 0.004 0.121
H 0.130317 3.387852 -0.787068 -0.043 0.206 0.172 0.092
H 3.478384 -2.017603 -3.847979 0.072 0.223 0.014 0.121
```
Positions in Å, forces in eV/Å.

Highest occupied orbital energy ... -13.9039 eV
Spin multiplicity ... 1
Lowest unoccupied orbital energy ... -7.763 eV
HOMO-LUMO gap ... 6.1 eV
Charge ... +2



No. 2
Here is a molecular structure, C30H28N3OPPtSSbSe4 in a non-equilibrium geometry from OMol25. Energies are from wB97M-V/def2-TZVPD.

```
70
Properties=species:S:1:pos:R:3:forces:R:3:lowdin_charge:R:1
Pt -1.355846 -0.039851 -0.775807 -0.147 -1.085 0.421 0.392
Sb 0.526820 3.096166 -4.516574 0.168 0.643 -0.629 -0.037
Se 2.200121 1.550824 -5.512177 0.190 0.317 -0.264 -0.241
Se 1.696743 5.146984 -3.823553 -0.091 -0.301 0.027 -0.476
Se -2.036363 1.236455 -2.730519 -0.165 -0.665 0.704 0.059
Se -0.034879 2.152488 -2.029657 0.474 0.837 0.047 -0.144
S 0.544457 -1.391720 -1.592319 -0.912 0.373 0.359 0.612
P 0.600212 -0.396292 2.139712 0.449 0.478 0.179 0.813
O -0.428667 -0.895453 1.171278 -0.519 0.043 -0.341 -0.480
N -0.713736 -1.473551 -3.905026 0.019 -0.119 0.127 0.023
N 1.548719 -0.914176 -3.970843 -0.595 -0.893 0.845 0.052
N -2.965235 0.721702 0.432491 0.873 0.373 0.147 -0.095
C 3.238459 0.444193 1.636990 -0.027 -0.032 -0.007 -0.062
C 3.863352 -1.930033 0.327235 0.047 -0.080 0.065 -0.074
C 0.492950 3.625014 1.806328 -0.073 0.073 -0.040 -0.050
C -3.423147 0.768599 2.778950 -0.285 0.021 0.153 -0.071
C 4.808250 -0.919003 0.435505 0.001 0.005 0.021 -0.071
C 2.601827 -1.756796 0.869523 0.069 0.033 0.040 -0.131
C 0.330252 4.067457 3.112183 -0.043 -0.029 0.000 -0.076
C 0.482849 -1.392400 3.646757 -0.037 0.030 -0.210 -0.267
C -0.640931 -1.822636 -7.603325 -0.045 -0.020 0.011 -0.079
C -3.068559 2.058485 0.422379 -0.189 0.146 -0.366 -0.161
C 4.498250 0.264851 1.087934 0.081 0.012 0.024 -0.066
C 0.265060 1.793467 3.898270 -0.020 -0.121 -0.010 -0.079
C 0.205400 3.155330 4.151884 -0.035 0.067 0.116 -0.089
C 0.437621 1.348043 2.591659 -0.032 -0.270 -0.081 -0.280
C -1.998237 -1.805579 -7.878885 -0.020 -0.011 -0.040 -0.106
C -0.173277 -1.707281 -6.303284 0.060 -0.071 0.064 -0.022
C 0.197028 -3.101478 5.811353 -0.021 0.011 0.012 -0.085
C 1.448939 -2.602300 5.482903 0.048 -0.006 0.082 -0.079
C -3.533467 2.151079 2.760103 0.148 0.033 -0.266 -0.062
C -0.774126 -1.890982 3.980840 0.043 0.004 0.028 -0.067
C -0.916373 -2.742122 5.064202 -0.023 0.001 0.036 -0.075
C 0.541918 2.265474 1.546486 -0.003 -0.113 -0.058 -0.108
C -1.077139 -1.554957 -5.254484 0.014 0.021 -0.367 -0.222
C 0.454143 -1.224970 -3.294144 0.542 -0.082 -0.558 -0.832
C -2.900443 -1.672967 -6.832325 0.023 -0.005 -0.010 -0.094
C -3.160667 0.096484 1.603432 -0.206 -0.220 -0.154 -0.160
C 2.287406 -0.564417 1.517553 -0.294 -0.051 0.156 -0.285
C -3.353885 2.802723 1.549764 -0.274 -0.015 0.339 -0.046
C -2.445160 -1.543461 -5.534352 0.034 0.040 0.107 -0.036
C 1.595505 -1.745209 4.402836 -0.036 0.073 -0.027 -0.065
H 0.888792 -1.759953 -6.123208 -0.032 0.058 -0.014 0.096
H -3.148194 -1.420646 -4.718549 0.003 0.007 0.004 0.105
H 2.314784 -2.892247 6.063966 0.009 0.018 0.000 0.103
H -1.625352 -1.621187 3.369691 -0.004 -0.051 -0.013 0.087
H -3.453557 3.876071 1.475196 0.084 0.013 -0.059 0.112
H 2.571526 -1.357778 4.136588 0.017 -0.051 -0.014 0.111
H 2.314178 -0.597676 -3.395157 0.026 0.114 -0.055 0.070
H 2.990060 1.368362 2.142145 0.037 0.010 -0.040 0.106
H -3.965529 -1.666929 -7.025157 -0.006 0.030 -0.007 0.098
H 5.792443 -1.053550 0.006116 -0.004 0.011 -0.033 0.105
H 0.294812 5.129522 3.320616 -0.002 -0.003 -0.002 0.104
H 1.484567 -0.376372 -4.847714 0.132 0.470 -0.405 -0.135
H 0.181465 1.077691 4.708055 -0.006 0.034 0.019 0.102
H -1.890772 -3.138899 5.318012 -0.010 0.005 0.002 0.103
H -3.771079 2.706407 3.657079 0.067 -0.007 0.055 0.107
H 5.235951 1.052775 1.160258 -0.009 0.014 -0.004 0.107
H 0.087355 -3.778125 6.648989 0.012 -0.006 0.007 0.102
H 0.074624 -1.928528 -8.408213 0.010 0.017 0.008 0.104
H -3.137155 -0.983747 1.568716 0.225 -0.013 -0.004 0.105
H 0.573240 4.332974 0.990859 0.019 -0.054 -0.051 0.118
H -1.480990 -1.522237 -3.251103 -0.001 0.001 0.029 0.057
H 4.114125 -2.848842 -0.186227 -0.046 -0.002 -0.025 0.108
H -2.350898 -1.894651 -8.897971 -0.002 0.005 -0.005 0.094
H -2.949570 2.532950 -0.545373 0.220 -0.076 0.004 0.039
H 1.845851 -2.525499 0.771571 0.030 -0.035 -0.042 0.095
H -3.579274 0.216210 3.696417 0.018 -0.057 -0.042 0.103
H 0.059405 3.509884 5.164917 0.035 -0.019 0.005 0.099
H 0.663050 1.905837 0.528204 -0.012 0.125 0.004 0.018
```
Positions in Å, forces in eV/Å.

Highest occupied orbital energy (alpha / beta) ... -2.7144 / -2.7142 eV
Spin multiplicity ... 1
Lowest unoccupied orbital energy (alpha / beta) ... 1.594 / 1.593 eV
HOMO-LUMO gap (alpha / beta) ... 4.3 / 4.3 eV
Charge ... -1



No. 3
Here is a molecular structure, C30H28N4O6Re from OMol25. Energies are from wB97M-V/def2-TZVPD.

```
69
Properties=species:S:1:pos:R:3:forces:R:3:lowdin_spin:R:1
Re 0.127221 0.882953 -0.099098 -0.290 0.226 -0.324 0.844
O 0.186504 1.545335 -2.046072 0.467 -0.119 -0.098 0.014
O 5.903723 -1.047797 4.290598 0.013 0.002 -0.020 0.001
O 0.396814 0.316956 1.788540 -0.021 -0.040 0.138 0.018
O 7.329050 -0.428336 2.787383 -0.047 -0.011 0.023 0.001
O -0.070351 2.901849 0.521797 -0.430 0.028 0.105 0.031
O 2.071991 1.111712 -0.114065 0.465 0.073 0.252 0.050
N 0.291501 -1.123546 -0.552711 0.001 -0.176 -0.004 0.001
N -1.800536 0.668049 -0.183121 -0.216 -0.026 -0.034 -0.002
N 6.209350 -0.577755 3.218171 0.013 0.014 -0.012 0.001
N -6.507475 -6.950093 0.625173 -0.051 -0.055 0.010 0.000
C 3.815345 -0.301802 2.777048 0.052 0.032 -0.092 -0.004
C -0.675725 -2.103486 -0.262770 -0.098 -0.031 0.085 0.005
C -3.861071 -2.957954 1.104127 0.094 0.016 -0.013 -0.001
C -3.878769 -0.179831 -0.477059 -0.015 0.036 0.048 -0.016
C 2.759586 0.110744 1.933223 0.012 -0.080 0.166 0.008
C 1.434517 -0.016167 2.415446 0.033 0.004 0.014 -0.007
C 5.395697 0.433679 1.102555 -0.035 0.008 -0.040 -0.004
C -5.752181 -6.096310 0.496818 0.092 0.089 -0.015 0.000
C 0.860709 1.459411 -4.344919 -0.007 -0.035 -0.015 0.000
C 0.075500 3.724319 1.435854 0.280 -0.067 -0.111 0.001
C 0.625534 2.904641 -3.902272 -0.010 0.042 -0.001 0.000
C -3.947116 -5.019542 -0.761968 -0.002 -0.012 -0.005 0.000
C -0.934368 4.793836 1.638818 0.043 0.034 -0.013 0.000
C 1.440023 -1.772779 -0.739946 -0.034 0.024 -0.043 0.023
C 3.049303 0.693849 0.675620 -0.198 0.059 -0.217 0.000
C -3.033809 -3.992432 -0.913879 -0.009 0.079 0.019 0.000
C 4.380049 0.854315 0.274362 0.052 -0.054 0.071 0.006
C 0.317494 0.616294 -3.201189 -0.154 0.050 0.012 0.002
C -2.703847 1.717287 -0.401570 0.076 -0.094 0.064 0.005
C 1.294112 -3.162832 -0.552685 0.007 -0.018 -0.009 0.002
C -4.757739 -3.995595 1.272253 0.008 -0.010 0.000 0.000
C 1.278154 3.686582 2.311893 -0.072 -0.005 0.065 0.002
C -3.958778 1.239661 -0.581804 0.019 -0.095 -0.004 -0.008
C -2.571919 -0.519777 -0.228278 0.142 0.018 0.013 0.007
C -0.020471 -3.373144 -0.238487 -0.017 0.057 -0.032 0.019
C -2.982052 -2.952563 0.017204 -0.085 -0.088 -0.001 0.000
C 0.799404 2.840047 -2.406367 -0.149 0.034 0.026 0.001
C 5.097337 -0.139305 2.344215 -0.020 -0.020 0.038 0.007
C -2.023456 -1.840411 -0.146740 0.091 0.153 0.015 -0.004
C -4.804499 -5.024796 0.334680 -0.056 -0.054 0.009 0.000
H -0.552413 5.713159 1.183251 -0.001 0.012 0.002 0.000
H -0.684500 0.226138 -3.372830 0.012 0.016 0.005 0.000
H 1.333395 3.596503 -4.353787 -0.015 0.003 -0.013 0.000
H 2.342603 -1.238714 -0.995574 0.033 -0.006 0.021 0.001
H 1.843137 2.805182 -2.091921 -0.008 -0.014 -0.013 0.000
H -1.059463 5.002291 2.701020 -0.009 0.008 0.001 0.000
H 6.433217 0.537295 0.814393 0.002 0.002 0.010 0.000
H -0.491578 -4.314295 -0.014481 -0.059 -0.038 -0.028 0.001
H -4.690727 -0.875696 -0.604922 -0.038 -0.033 0.030 0.000
H 0.259049 3.600267 -1.849722 0.021 0.000 -0.013 0.000
H 0.980503 -0.188274 -2.899158 -0.002 -0.005 -0.024 0.000
H -0.382942 3.231790 -4.154122 -0.006 0.007 0.017 0.000
H -2.355149 2.735301 -0.409386 0.030 0.003 -0.004 0.000
H 0.963770 3.426401 3.326918 0.005 0.001 0.001 0.000
H -2.390894 -3.975069 -1.782953 0.063 -0.002 -0.011 0.000
H 1.275264 -0.396636 3.426016 0.009 0.003 -0.018 -0.001
H -4.843361 1.823609 -0.771936 -0.019 -0.008 -0.011 0.000
H 4.590340 1.305421 -0.685209 0.002 0.007 -0.003 0.000
H 2.076237 -3.897593 -0.641500 0.016 0.000 -0.009 0.000
H -1.885476 4.540637 1.179493 -0.006 0.004 -0.007 0.000
H -4.004341 -5.815444 -1.491291 0.002 0.001 -0.003 0.000
H 1.922390 1.266147 -4.491650 0.006 0.010 0.022 0.000
H -5.421781 -4.015426 2.125009 -0.005 0.004 -0.002 0.000
H 2.014583 2.974163 1.950971 0.015 0.000 -0.001 0.000
H 3.623853 -0.741084 3.747733 0.004 0.000 0.003 0.000
H -3.814407 -2.168091 1.841470 -0.020 0.054 -0.005 0.000
H 1.717831 4.683392 2.379017 0.001 0.003 -0.004 0.000
H 0.346104 1.233362 -5.275624 0.027 -0.020 -0.014 0.000
```
Positions in Å, forces in eV/Å.

Highest occupied orbital energy (alpha / beta) ... -14.0976 / -14.0966 eV
Spin multiplicity ... 2
Expectation value of S² ... 0.7677
Lowest unoccupied orbital energy (alpha / beta) ... -7.919 / -7.637 eV
HOMO-LUMO gap (alpha / beta) ... 6.2 / 6.5 eV
Charge ... +2



charge of number 1 (C30H28N2PbSi)? +2